Entry 1:
{"formula": "C4H10N2O", "method": "ωB97M-V/def2-TZVPD", "symbols": ["C", "N", "C", "O", "C", "C", "N", "H", "H", "H", "H", "H", "H", "H", "H", "H", "H"], "xyz": [[0.8252, -1.3002, 0.6386], [0.6340, 0.0225, 0.0566], [0.8813, 1.1398, 0.8226], [1.6656, 1.1535, 1.7368], [0.0243, 0.0990, -1.2902], [-1.3291, -0.6249, -1.3549], [-2.4116, -0.2141, -0.4423], [-0.0666, -1.7492, 1.0885], [1.6473, -1.2162, 1.3446], [0.9806, -2.0446, -0.1485], [0.3659, 2.0050, 0.3696], [-0.2450, 1.1538, -1.3015], [0.7780, -0.2679, -1.9792], [-1.7500, -0.6030, -2.3640], [-1.1661, -1.6909, -1.1702], [-2.2216, 0.6802, -0.0025], [-2.4893, -0.9248, 0.2629]], "nbo_charge": [-0.4297, -0.4477, 0.5382, -0.5951, -0.2222, -0.2378, -0.8302, 0.1870, 0.2429, 0.1961, 0.0992, 0.1973, 0.2132, 0.1935, 0.1809, 0.3548, 0.3596], "smiles": "CN(C=O)CCN", "gap_ev": 10.12, "energy_ha": -343.1381, "largest_force_ev_per_a": 2.90, "lumo_energy_ev": 0.805}


Entry 2:
{"formula": "C4H10N2O", "method": "ωB97M-V/def2-TZVPD", "symbols": ["N", "C", "C", "N", "C", "C", "O", "H", "H", "H", "H", "H", "H", "H", "H", "H", "H"], "xyz": [[-0.8342, -0.4156, -2.2870], [-1.0792, 0.0841, -0.9042], [-0.0415, -0.4003, 0.0957], [1.3456, -0.2345, -0.3969], [-0.0187, 0.5717, 1.3380], [1.0253, 0.1198, 2.3186], [0.9940, 0.5155, 3.4588], [-0.5932, -1.4003, -2.3440], [-1.6958, -0.2887, -2.8242], [-2.1283, -0.1694, -0.7252], [-0.9394, 1.1682, -0.9513], [-0.1693, -1.4339, 0.4106], [1.4771, -0.6267, -1.3268], [1.5694, 0.7479, -0.5003], [-0.9824, 0.7023, 1.8415], [0.2059, 1.5456, 0.8901], [1.8646, -0.4857, 1.9065]], "nbo_charge": [-0.8560, -0.2317, -0.0583, -0.8428, -0.5128, 0.4254, -0.5213, 0.3528, 0.3602, 0.1872, 0.1806, 0.1928, 0.3716, 0.3516, 0.2353, 0.2221, 0.1430], "smiles": "NC[C@@H](N)CC=O", "gap_ev": 10.21, "energy_ha": -343.1292, "largest_force_ev_per_a": 1.85, "lumo_energy_ev": 0.905}


Entry 3:
{"formula": "C4H10N2O", "method": "ωB97M-V/def2-TZVPD", "symbols": ["C", "C", "C", "C", "N", "N", "O", "H", "H", "H", "H", "H", "H", "H", "H", "H", "H"], "xyz": [[0.5367, -0.2994, 0.3356], [-0.5993, -0.3356, 1.3368], [1.6501, -0.0454, -1.8970], [0.4318, -0.5030, -1.1005], [-0.7696, 1.2600, 1.6368], [-1.9212, -0.6460, 0.7467], [-0.3113, 1.7854, 2.6975], [1.5182, -0.3112, 0.7374], [-0.7134, -0.7257, 2.3470], [1.3794, -0.2532, -2.9078], [2.4773, -0.5883, -1.5328], [1.8984, 0.9412, -1.8166], [0.3685, -1.5151, -1.3513], [-0.5677, 0.0354, -1.2826], [-0.6214, 1.8840, 0.7593], [-2.7554, -0.5830, 1.3515], [-2.0010, -0.1004, -0.0601]], "nbo_charge": [-0.1158, 0.0176, -0.5876, -0.4526, -0.1351, -0.8338, -0.3912, 0.1883, 0.2314, 0.2112, 0.2052, 0.2037, 0.2233, 0.1891, 0.3151, 0.3837, 0.3474], "gap_ev": [8.42, 8.95], "energy_ha": -342.9720, "largest_force_ev_per_a": 3.91, "lumo_energy_ev": [0.104, 0.775]}


Entry 4:
{"formula": "C4H10N2O", "method": "ωB97M-V/def2-TZVPD", "symbols": ["H", "N", "C", "N", "C", "H", "H", "H", "H", "H", "C", "C", "O", "H", "H", "H", "H"], "xyz": [[-1.7095, -2.5180, 1.8401], [-1.4418, -2.5326, 0.8597], [-0.4523, -1.7462, 0.7205], [0.0933, -1.4998, -0.5230], [1.5322, -1.2839, -0.5761], [0.0009, -1.1544, 1.5128], [-0.2606, -2.1222, -1.2460], [1.7880, -0.8316, -1.5355], [1.8019, -0.5236, 0.1570], [2.1492, -2.1681, -0.4055], [-1.0611, 2.6780, -0.0392], [0.1806, 1.8485, -0.1388], [1.0609, 1.8245, 0.6803], [-1.9421, 2.1217, -0.3509], [-0.8963, 3.4517, -0.8007], [-1.1602, 3.1757, 0.9200], [0.3168, 1.2804, -1.0746]], "nbo_charge": [0.3363, -0.7009, 0.2727, -0.6244, -0.4289, 0.1534, 0.3869, 0.1997, 0.2218, 0.1838, -0.7222, 0.4459, -0.5407, 0.2366, 0.2365, 0.2341, 0.1094], "smiles": "[H]/N=C/NC.CC=O", "gap_ev": 10.11, "energy_ha": -343.1312, "largest_force_ev_per_a": 0.89, "lumo_energy_ev": 0.997}


Entry 5:
{"formula": "C4H10N2O", "method": "ωB97M-V/def2-TZVPD", "symbols": ["C", "C", "C", "N", "C", "N", "O", "H", "H", "H", "H", "H", "H", "H", "H", "H", "H"], "xyz": [[-0.9617, -1.3415, 2.2552], [0.0870, -1.0645, 1.1768], [-0.3031, -0.0267, 0.0589], [0.8695, 0.2500, -0.7633], [0.6303, 0.9925, -1.9401], [0.2187, 2.3082, -2.1870], [1.0588, 0.4775, -2.9363], [-1.0976, -0.4467, 2.8145], [-1.8737, -1.6115, 1.9711], [-0.4310, -2.0075, 2.9062], [0.1995, -1.9980, 0.5170], [1.0882, -0.8362, 1.5368], [-1.1213, -0.4683, -0.4451], [-0.7384, 0.9861, 0.4828], [1.4541, -0.5893, -0.8691], [0.3483, 2.9819, -1.4966], [0.5722, 2.3939, -3.0819]], "nbo_charge": [-0.6017, -0.3883, -0.2051, -0.6541, 0.7778, -0.8339, -0.6500, 0.2008, 0.2064, 0.2151, 0.1853, 0.2070, 0.1724, 0.1751, 0.4038, 0.3812, 0.4082], "smiles": "CCCNC(N)=O", "gap_ev": 10.22, "energy_ha": -343.1300, "largest_force_ev_per_a": 5.28, "lumo_energy_ev": 0.978}


Entry 6:
{"formula": "C4H10N2O", "method": "ωB97M-V/def2-TZVPD", "symbols": ["N", "C", "C", "C", "N", "C", "O", "H", "H", "H", "H", "H", "H", "H", "H", "H", "H"], "xyz": [[-1.0429, 2.6592, 1.4181], [-0.2870, 1.4130, 1.0887], [-0.5741, 0.4467, -0.1914], [0.1828, -0.8349, 0.0572], [-0.6489, -2.0082, 0.3871], [1.1228, -1.2984, -1.1040], [1.4753, -0.7095, -2.1200], [-1.4804, 2.7600, 2.3130], [-0.5545, 3.5078, 1.4786], [-0.1197, 0.7702, 2.0459], [0.8567, 1.7717, 0.9004], [-0.0111, 1.0985, -0.9230], [-1.6382, 0.2439, -0.4346], [1.0225, -0.6898, 0.7468], [-1.6606, -1.6319, 0.2617], [-0.4220, -2.7310, -0.2219], [1.3800, -2.3391, -0.9465]], "nbo_charge": [-0.8632, -0.2056, -0.4395, -0.1574, -0.8171, 0.4439, -0.5151, 0.3621, 0.3610, 0.1815, 0.1752, 0.2448, 0.2148, 0.1969, 0.3688, 0.3556, 0.0933], "smiles": "NCC[C@@H](N)C=O", "gap_ev": 10.26, "energy_ha": -343.0742, "largest_force_ev_per_a": 4.54, "lumo_energy_ev": 0.903}


Entry 7:
{"formula": "C4H10N2O", "method": "ωB97M-V/def2-TZVPD", "symbols": ["O", "C", "C", "C", "C", "N", "N", "H", "H", "H", "H", "H", "H", "H", "H", "H", "H"], "xyz": [[2.1370, -0.8965, 0.3926], [1.2018, -0.5593, 1.2301], [-0.3402, -0.4454, 0.8147], [-0.4587, -0.7872, -0.6429], [0.3159, 0.2026, -1.4730], [-0.2750, 1.5031, -1.4806], [-1.5123, -0.1128, 1.4809], [1.1410, -0.6968, 2.4028], [0.7751, 0.5364, 0.9779], [0.0359, -1.7982, -0.7795], [-1.5266, -0.6943, -0.9558], [1.3906, 0.1127, -1.1830], [0.0273, -0.0283, -2.4483], [-0.3316, 1.9189, -0.4218], [0.3084, 2.1107, -2.1051], [-1.1508, 0.5726, 2.1504], [-1.7377, -0.9383, 2.0407]], "nbo_charge": [-0.6806, 0.0637, 0.2778, -0.5022, -0.2447, -0.8382, -0.8328, 0.1580, 0.2135, 0.2548, 0.2331, 0.2287, 0.2019, 0.3283, 0.3717, 0.3763, 0.3907], "gap_ev": 8.65, "energy_ha": -342.9790, "largest_force_ev_per_a": 5.66, "lumo_energy_ev": 0.081}


Entry 8:
{"formula": "C4H10N2O", "method": "ωB97M-V/def2-TZVPD", "symbols": ["C", "N", "C", "C", "O", "N", "C", "H", "H", "H", "H", "H", "H", "H", "H", "H", "H"], "xyz": [[1.2005, -1.3613, -0.4966], [0.6728, -1.1103, 0.8383], [-0.7433, -0.8085, 0.9725], [-1.4536, -0.0322, -0.1271], [-2.5646, -0.2889, -0.5707], [-0.7496, 0.9675, -0.7708], [0.1572, 1.8982, -0.1180], [0.9198, -0.6606, -1.2974], [0.8000, -2.3236, -0.8292], [2.2983, -1.3498, -0.5026], [1.3197, -0.5748, 1.3946], [-1.2085, -1.7796, 1.1889], [-0.8269, -0.1607, 1.8571], [-1.1083, 1.2086, -1.6763], [0.2321, 1.7161, 0.9513], [1.1660, 1.7197, -0.5359], [-0.1115, 2.9402, -0.2781]], "nbo_charge": [-0.4254, -0.6326, -0.3284, 0.6581, -0.5985, -0.6427, -0.4129, 0.1786, 0.1896, 0.2035, 0.3655, 0.2279, 0.2190, 0.4030, 0.2021, 0.1880, 0.2053], "smiles": "CNCC(=O)NC", "gap_ev": 9.57, "energy_ha": -343.1381, "largest_force_ev_per_a": 1.93, "lumo_energy_ev": 0.788}


Entry 9:
{"formula": "C4H10N2O", "method": "ωB97M-V/def2-TZVPD", "symbols": ["C", "C", "N", "C", "N", "C", "O", "H", "H", "H", "H", "H", "H", "H", "H", "H", "H"], "xyz": [[-0.1562, -2.0583, -0.2639], [-0.2048, -0.7907, 0.1542], [-1.3944, -0.1334, 0.4392], [-1.6131, 1.2295, -0.0045], [1.0205, -0.1460, 0.4571], [1.7905, 0.3281, -0.6728], [0.8982, 0.9004, 1.4211], [-1.0476, -2.5931, -0.5352], [0.7763, -2.5830, -0.3361], [-2.1913, -0.7311, 0.2607], [-2.5387, 1.5917, 0.4412], [-1.6930, 1.3116, -1.0974], [-0.7954, 1.8582, 0.3404], [1.8766, -0.4868, -1.3865], [1.3361, 1.1961, -1.1652], [2.7818, 0.6052, -0.3155], [1.1547, 0.5016, 2.2630]], "nbo_charge": [-0.5479, 0.3233, -0.6140, -0.4175, -0.1857, -0.4157, -0.5895, 0.1948, 0.2076, 0.3756, 0.2017, 0.1684, 0.2227, 0.2183, 0.1751, 0.2053, 0.4776], "smiles": "C=C(NC)N(C)O", "gap_ev": 8.79, "energy_ha": -343.0664, "largest_force_ev_per_a": 0.56, "lumo_energy_ev": 0.955}


Entry 10:
{"formula": "C4H10N2O", "method": "ωB97M-V/def2-TZVPD", "symbols": ["H", "N", "C", "C", "C", "C", "N", "H", "H", "H", "H", "H", "H", "H", "O", "H", "H"], "xyz": [[-0.3579, 0.4319, -2.7652], [-0.0260, 0.3703, -1.8099], [-0.9704, 0.2800, -0.9061], [-0.6786, 0.1781, 0.4674], [-1.7324, -0.3516, 1.4052], [0.6299, 0.3163, 0.9178], [1.4937, 1.2102, 0.3968], [-2.0062, 0.0812, -1.1986], [-1.5557, -0.0371, 2.4303], [-2.7228, 0.0114, 1.1217], [-1.7641, -1.4466, 1.3813], [0.8946, -0.0655, 1.8971], [2.4500, 1.2076, 0.7090], [1.3224, 1.4435, -0.5749], [1.6244, -1.4052, -0.7890], [2.4154, -1.5118, -1.3293], [0.9837, -0.7127, -1.3537]], "nbo_charge": [0.3615, -0.8173, 0.1656, -0.2862, -0.6071, 0.2205, -0.7501, 0.1677, 0.2103, 0.2138, 0.2084, 0.1953, 0.3901, 0.4220, -1.0314, 0.4564, 0.4805], "smiles": "[H]/N=C/C(C)=C\\N.O", "gap_ev": 8.38, "energy_ha": -343.1152, "largest_force_ev_per_a": 2.78, "lumo_energy_ev": 0.632}


Entry 11:
{"formula": "C4H10N2O", "method": "ωB97M-V/def2-TZVPD", "symbols": ["C", "C", "N", "C", "N", "C", "O", "H", "H", "H", "H", "H", "H", "H", "H", "H", "H"], "xyz": [[-0.5260, -1.5404, -1.2992], [-0.1278, -0.0846, -1.3770], [0.8362, 0.1139, -2.4540], [0.3960, 0.4175, -0.0172], [-0.7143, 0.5909, 0.8975], [-0.4600, 0.5025, 2.2432], [0.6243, 0.2563, 2.7167], [0.3234, -2.1995, -1.1136], [-1.0119, -1.8288, -2.2283], [-1.2059, -1.7451, -0.4649], [-1.0473, 0.4345, -1.6692], [0.7413, 1.0173, -2.8840], [1.7762, -0.1117, -2.1596], [0.9826, 1.3259, -0.1332], [1.0087, -0.3979, 0.3733], [-1.6109, 0.2313, 0.6034], [-1.3429, 0.7266, 2.8641]], "nbo_charge": [-0.6115, -0.0561, -0.8452, -0.2415, -0.6298, 0.5307, -0.5920, 0.2076, 0.2218, 0.1962, 0.1805, 0.3689, 0.3616, 0.2046, 0.2028, 0.3911, 0.1102], "smiles": "C[C@H](N)CNC=O", "gap_ev": 10.35, "energy_ha": -343.1613, "largest_force_ev_per_a": 1.37, "lumo_energy_ev": 0.892}


Entry 12:
{"formula": "C4H10N2O", "method": "ωB97M-V/def2-TZVPD", "symbols": ["C", "N", "C", "C", "C", "N", "O", "H", "H", "H", "H", "H", "H", "H", "H", "H", "H"], "xyz": [[1.4383, 0.2973, -1.6158], [1.1099, -0.5923, -0.6146], [-0.5482, -1.7073, 0.8483], [-0.1341, -0.4952, 0.0342], [-0.2346, 0.8995, 0.7799], [-1.3263, 1.6506, 0.2539], [0.6229, 1.1110, -1.9855], [2.4080, 0.2341, -2.0884], [1.7927, -1.2584, -0.2621], [-0.1480, -1.7779, 1.8758], [-0.3089, -2.6408, 0.3206], [-1.6336, -1.6630, 0.8936], [-0.8423, -0.3641, -0.7746], [-0.4111, 0.5955, 1.8131], [0.7401, 1.3859, 0.7595], [-1.2922, 1.6931, -0.7635], [-1.2327, 2.6319, 0.5254]], "nbo_charge": [0.5144, -0.5037, -0.6368, -0.0650, -0.2626, -0.4371, -0.5516, 0.1798, 0.4308, 0.2341, 0.2465, 0.2472, 0.2331, 0.2818, 0.2643, 0.4251, 0.3997], "s2": 0.76, "spin_multiplicity": 2, "gap_ev": [12.40, 5.33], "energy_ha": -342.8245, "charge": 1, "largest_force_ev_per_a": 2.90, "lumo_energy_ev": [-2.812, -9.027]}


Entry 13:
{"formula": "C4H10N2O", "method": "ωB97M-V/def2-TZVPD", "symbols": ["C", "N", "C", "C", "N", "C", "O", "H", "H", "H", "H", "H", "H", "H", "H", "H", "H"], "xyz": [[-2.0245, 1.2277, -1.7301], [-1.1999, 0.4704, -0.9339], [-1.2368, 0.3768, 0.4874], [0.0440, -0.3707, 1.0212], [1.2100, -0.2099, 0.2095], [2.3609, -1.1109, 0.3043], [-2.9305, 1.8939, -1.3303], [-1.8202, 1.2125, -2.8029], [-0.6672, -0.1856, -1.4753], [-1.2487, 1.3246, 1.0159], [-2.0553, -0.2344, 0.8719], [-0.2377, -1.3816, 1.3116], [0.3491, 0.1044, 1.9693], [1.5359, 0.7545, 0.0787], [1.9715, -2.1110, 0.4612], [2.9554, -0.9687, -0.5993], [2.9939, -0.7920, 1.1407]], "nbo_charge": [0.5273, -0.6580, -0.2054, -0.2943, -0.1088, -0.4627, -0.5416, 0.1368, 0.3901, 0.2323, 0.2247, 0.2565, 0.2870, 0.4217, 0.2485, 0.2677, 0.2785], "s2": 0.75, "spin_multiplicity": 2, "gap_ev": [9.84, 5.19], "energy_ha": -342.8225, "charge": 1, "largest_force_ev_per_a": 2.04, "lumo_energy_ev": [-3.608, -8.255]}


Entry 14:
{"formula": "C4H10N2O", "method": "ωB97M-V/def2-TZVPD", "symbols": ["O", "C", "C", "C", "C", "N", "N", "H", "H", "H", "H", "H", "H", "H", "H", "H", "H"], "xyz": [[-0.4762, 2.3757, 2.1792], [-0.7857, 1.9343, 1.1264], [-0.2927, 0.4964, 0.7686], [0.1497, 0.4168, -0.7423], [0.2010, -0.9292, -1.4132], [1.5297, -1.6818, -1.1433], [-1.2896, -0.5894, 1.3124], [-1.6829, 2.3076, 0.5525], [0.6149, 0.4123, 1.3687], [1.0868, 1.0025, -0.7105], [-0.6459, 1.0286, -1.1876], [-0.0439, -0.8250, -2.4410], [-0.4356, -1.5992, -0.8576], [2.0979, -1.0749, -0.5354], [2.0733, -1.5587, -2.0262], [-1.3827, -0.2624, 2.2804], [-0.7182, -1.4537, 1.4688]], "nbo_charge": [-0.2312, 0.4443, -0.1076, -0.4232, -0.2400, -0.6008, -0.7730, 0.2456, 0.2245, 0.2352, 0.2511, 0.2365, 0.2344, 0.3619, 0.3793, 0.3711, 0.3919], "s2": 0.76, "spin_multiplicity": 2, "gap_ev": [9.98, 3.48], "energy_ha": -342.7281, "charge": 1, "largest_force_ev_per_a": 4.07, "lumo_energy_ev": [-5.064, -10.074]}


Entry 15:
{"formula": "C4H10N2O2", "method": "ωB97M-V/def2-TZVPD", "symbols": ["C", "C", "C", "N", "H", "H", "H", "H", "H", "H", "H", "N", "C", "O", "O", "H", "H", "H"], "xyz": [[0.4304, 1.8689, 0.3961], [1.0050, 0.6662, 0.3571], [0.9959, -0.2875, 1.5145], [1.4819, 0.1217, -0.8470], [0.5642, 2.5885, -0.4013], [0.1198, 2.2788, 1.3522], [0.5155, 0.1649, 2.3770], [0.4487, -1.1987, 1.2435], [2.0055, -0.5986, 1.7859], [2.1592, -0.6167, -0.7141], [1.8554, 0.8190, -1.4768], [-2.0009, -0.2659, -0.2390], [-1.9038, -1.3270, -1.1008], [-2.7141, -2.2137, -1.1692], [-0.8369, -1.2924, -1.9289], [-1.2248, 0.3304, 0.0104], [-2.7616, -0.3290, 0.4152], [-0.1395, -0.7090, -1.5748]], "nbo_charge": [-0.5258, 0.1932, -0.6649, -0.8422, 0.2062, 0.2129, 0.2318, 0.2319, 0.2234, 0.3861, 0.3899, -0.8792, 0.8774, -0.6292, -0.7080, 0.4023, 0.3999, 0.4944], "smiles": "C=C(C)N.NC(=O)O", "gap_ev": 9.92, "energy_ha": -418.4255, "largest_force_ev_per_a": 1.24, "lumo_energy_ev": 0.530}